Molecular formula: C24H27O5
Method: DFT, ωB97M-V with the def2-TZVPD basis set

Spin multiplicity: 1
Calculated total energy, hartree: -1306.9742
Charge: -1
ΔE to the lowest compared entry with this formula, charge and spin, kcal per mole: 16.5

```
56
Properties=species:S:1:pos:R:3:forces:R:3
C -4.1348 -3.3329 -1.5722 0.5 -0.4 -0.2
O -3.4534 -2.5816 -2.5824 -0.1 0.1 0.9
C -2.1187 -2.2818 -2.1545 0.2 -0.5 -0.7
C -1.1891 -3.5369 -2.2731 -0.4 0.7 0.5
C 0.2991 -3.0983 -2.1076 0.3 -0.4 -0.4
C 1.1378 -4.0823 -1.2303 -1.2 0.3 0.2
C 0.6304 -3.9647 0.2720 0.9 -1.2 -0.8
C 1.7243 -3.4845 1.2712 0.3 0.7 -0.6
C 1.4343 -2.1377 2.0027 -0.1 -0.1 1.0
C -0.0538 -1.8983 2.4378 0.8 0.2 -1.0
C -0.6979 -3.0306 3.2781 -1.2 -0.8 1.2
O -1.4727 -2.6599 4.1880 -0.1 1.3 0.2
O -0.5132 -4.2518 3.0564 1.1 0.3 -1.2
H -3.9453 -2.8743 -0.5798 -0.4 -0.2 -0.4
H -5.2082 -3.3945 -1.8183 0.5 0.3 0.1
H -3.7286 -4.3697 -1.5520 -0.3 0.5 0.1
H -2.1104 -1.8912 -1.1136 0.0 -0.2 -0.4
H -1.7746 -1.4715 -2.8333 -0.1 -0.5 0.4
H -1.4873 -4.2514 -1.4760 0.3 0.4 -0.4
H -1.4180 -4.0168 -3.2436 0.3 0.2 0.4
H 0.2992 -2.0757 -1.6657 0.2 -0.6 -0.2
H 0.7545 -3.0426 -3.1186 -0.2 0.2 0.4
H 2.2279 -3.9237 -1.3299 -0.5 0.1 0.1
H 0.9087 -5.1045 -1.6104 0.3 0.5 0.2
H 0.3490 -4.9953 0.5648 -0.2 0.8 0.1
H -0.2789 -3.3442 0.2393 0.4 -0.3 0.5
H 2.6588 -3.3319 0.6754 -0.5 -0.1 0.4
H 1.9638 -4.2687 2.0077 -0.5 0.3 -0.3
H 1.8095 -1.2505 1.4417 -0.4 -0.6 0.0
H 2.0372 -2.1479 2.9428 -0.3 0.0 -0.5
H -0.6406 -1.7284 1.5032 0.1 -0.2 0.6
H -0.1092 -0.9291 2.9776 0.0 -0.7 -0.1
C 0.1165 4.8499 3.7746 0.0 -0.1 -0.1
C -0.0110 3.4633 3.7677 0.0 0.1 0.0
C 0.1570 2.7559 2.5882 0.0 -0.1 0.2
C 0.4417 3.4335 1.4074 0.0 0.2 0.1
C 0.5460 4.8260 1.4090 0.0 -0.1 0.0
C 0.3935 5.5301 2.5988 0.0 0.0 0.2
C 0.8012 5.5669 0.1466 0.0 0.5 0.1
O 0.8963 6.7798 0.1459 0.0 -0.1 0.0
C 0.9296 4.7972 -1.1197 0.0 -0.1 -0.1
C 1.1119 5.4769 -2.3197 0.0 0.0 -0.2
C 1.2458 4.7689 -3.5035 0.0 -0.1 0.1
C 1.2074 3.3772 -3.4934 0.0 0.1 0.1
C 1.0206 2.6957 -2.3014 0.0 -0.1 -0.2
C 0.8719 3.4028 -1.1133 0.0 0.2 -0.1
C 0.6369 2.6615 0.1541 0.0 -0.6 0.1
O 0.5990 1.4502 0.1671 0.0 0.0 -0.1
H -0.0064 5.4003 4.6996 0.0 0.0 0.0
H -0.2397 2.9345 4.6848 0.0 0.0 0.0
H 0.0624 1.6764 2.5865 0.0 0.0 -0.1
H 0.4865 6.6087 2.6068 0.0 0.0 -0.2
H 1.1455 6.5590 -2.3309 0.0 0.0 0.2
H 1.3825 5.3004 -4.4376 0.0 0.0 0.0
H 1.3192 2.8249 -4.4185 0.0 0.0 0.0
H 0.9863 1.6133 -2.2965 0.0 0.0 0.2
```
Positions in Å, forces in eV/Å.

=====

Molecular formula: C46H68N4O4PPt
Method: DFT, ωB97M-V with the def2-TZVPD basis set

Spin multiplicity: 5
Calculated total energy, hartree: -2773.3155
Charge: +3

```
124
Properties=species:S:1:pos:R:3:forces:R:3
Pt -0.8915 -0.2281 0.6935 -0.3 0.2 -0.6
C 1.6677 -1.0918 3.0953 0.0 -0.1 -0.1
C 0.7633 -0.4008 4.0617 0.0 0.1 0.1
C 1.2543 0.2848 5.1351 0.0 0.0 -0.1
C 0.3819 0.8914 6.0665 -0.1 0.0 0.0
C -1.0031 0.8001 5.9284 0.1 0.0 0.0
C -1.5668 0.1198 4.8751 0.0 0.0 0.0
C -3.0585 0.0346 4.7789 0.1 0.0 0.0
C -0.6585 -0.5103 3.9334 -0.1 -0.1 -0.2
N -1.1626 -1.1722 2.8444 0.3 -0.2 0.6
C -1.9927 -2.1441 2.8709 -0.3 0.0 -0.2
C -2.2530 -2.9835 4.0760 0.1 0.1 0.0
C -2.6895 -2.5189 1.5900 -0.1 -0.2 0.0
C -3.9086 -3.3712 1.7255 -0.1 0.0 0.1
N -2.2163 -2.0752 0.4821 0.5 0.8 0.6
C -2.6080 -2.6571 -0.7426 -0.3 -0.5 -0.8
C -2.5337 -4.0750 -0.8869 0.0 0.8 0.4
C -2.0211 -5.0146 0.1751 0.0 -0.1 -0.2
C -2.9686 -4.6227 -2.0789 -0.1 0.1 -0.5
C -3.4665 -3.8223 -3.1023 0.1 0.0 0.2
C -3.5149 -2.4396 -2.9517 0.1 -0.4 -0.2
C -3.0697 -1.8292 -1.7982 0.2 -0.3 0.6
C -3.1205 -0.3417 -1.6669 0.0 -0.1 0.0
H 2.7014 -0.8006 3.2712 0.0 0.0 0.0
H 1.4136 -0.8571 2.0566 0.0 0.0 0.1
H 1.5974 -2.1754 3.2144 0.0 0.0 0.0
H 2.3238 0.3592 5.2784 0.0 0.0 0.0
H 0.7972 1.4399 6.9023 0.0 0.0 0.0
H -1.6477 1.2730 6.6574 0.0 0.0 0.0
H -3.4913 1.0078 5.0063 0.0 0.0 0.0
H -3.4385 -0.6600 5.5323 0.0 0.0 0.0
H -3.4172 -0.2600 3.7984 0.0 0.0 0.0
H -1.6776 -2.6458 4.9345 0.0 0.0 0.0
H -1.9755 -4.0177 3.8559 0.0 0.0 0.0
H -3.3135 -2.9891 4.3273 0.0 0.0 0.0
H -4.6090 -2.8705 2.3992 0.0 0.0 0.0
H -3.6761 -4.3375 2.1738 -0.1 0.0 0.0
H -4.4031 -3.5297 0.7723 0.0 0.0 0.0
H -1.5325 -4.5177 1.0096 0.1 0.0 0.0
H -1.3009 -5.7033 -0.2632 0.0 0.0 0.0
H -2.8359 -5.6276 0.5646 0.0 0.0 0.0
H -2.9249 -5.6963 -2.2113 0.0 0.0 0.0
H -3.8163 -4.2757 -4.0194 0.0 0.0 0.0
H -3.9050 -1.8295 -3.7547 0.0 0.0 0.0
H -3.6267 0.0947 -2.5256 0.0 0.0 0.0
H -2.1129 0.0808 -1.6391 -0.2 -0.1 -0.1
H -3.6518 -0.0339 -0.7646 0.0 0.0 0.0
O 0.9307 0.0045 -0.4963 0.6 -0.3 -0.6
P 2.3195 -0.2255 -1.1238 -0.2 -0.9 0.7
C 3.5650 0.2244 0.1410 0.2 0.4 0.2
C 5.0085 0.2549 -0.4202 0.0 0.1 0.0
C 5.5789 1.6707 -0.4158 0.0 0.0 0.0
C 5.5904 2.2745 0.9951 0.0 0.0 0.0
C 4.3534 1.8708 1.8189 0.1 0.0 -0.1
C 3.1854 1.4990 0.9045 0.0 0.0 0.0
C 2.6411 0.8721 -2.6186 -0.1 1.0 -1.2
C 2.0538 0.2961 -3.9253 -0.4 0.0 0.4
C 0.7315 0.9415 -4.2919 0.0 -0.1 0.0
C 0.9186 2.4448 -4.5626 0.0 0.1 0.1
C 2.0801 3.0220 -3.7537 0.0 0.0 -0.3
C 2.2277 2.3198 -2.3881 0.2 -0.2 0.2
C 2.6616 -1.9112 -1.7417 -0.1 0.1 -0.1
C 3.4428 -2.8410 -0.7986 0.0 0.0 0.1
C 2.6371 -3.3560 0.3935 -0.1 0.0 0.0
C 1.1573 -3.5723 0.0325 0.0 0.1 0.0
C 1.0069 -3.8361 -1.4619 0.1 -0.1 0.1
C 1.3721 -2.5940 -2.2757 -0.1 0.0 0.0
H 3.4715 -0.6125 0.8443 -0.1 -0.1 -0.1
H 5.0646 -0.1627 -1.4291 0.0 -0.1 0.0
H 5.6335 -0.3980 0.1939 0.0 0.0 0.0
H 5.0005 2.3028 -1.0966 0.0 0.0 0.0
H 6.5917 1.6473 -0.8169 0.0 0.0 0.0
H 5.6449 3.3602 0.9151 0.0 0.0 0.0
H 6.4941 1.9622 1.5187 0.0 0.0 0.0
H 4.0583 2.6835 2.4822 0.0 0.0 0.0
H 4.5879 1.0137 2.4578 0.0 0.0 0.0
H 2.9860 2.3284 0.2235 0.0 0.0 0.0
H 2.2659 1.3339 1.4709 0.0 0.0 0.0
H 3.7338 0.8017 -2.6624 0.1 -0.2 0.3
H 1.9648 -0.7865 -3.9165 0.0 -0.1 -0.1
H 2.8013 0.5130 -4.7002 0.2 0.0 0.1
H 0.0177 0.8054 -3.4686 0.1 0.0 -0.1
H 0.3069 0.4393 -5.1619 0.0 0.0 0.0
H -0.0058 2.9686 -4.3230 0.0 0.0 0.0
H 1.1092 2.6077 -5.6252 0.0 0.0 0.0
H 1.9444 4.0908 -3.5847 0.0 0.0 0.1
H 3.0210 2.9123 -4.2991 0.0 0.0 0.0
H 1.2734 2.3633 -1.8739 -0.3 0.1 0.0
H 2.9692 2.8388 -1.7825 0.0 0.0 0.0
H 3.3284 -1.7037 -2.5811 0.0 0.0 -0.1
H 4.3761 -2.3838 -0.4728 0.0 0.0 0.0
H 3.7391 -3.6902 -1.4178 0.0 0.0 0.0
H 2.7281 -2.6725 1.2386 0.0 0.0 0.0
H 3.0773 -4.2971 0.7248 0.0 0.0 0.0
H 0.5714 -2.6751 0.2896 0.0 0.0 0.0
H 0.7489 -4.3942 0.6213 0.0 0.0 0.0
H -0.0052 -4.1295 -1.7236 -0.1 0.0 0.0
H 1.6514 -4.6731 -1.7399 0.0 0.0 0.0
H 0.5265 -1.8976 -2.2482 0.0 0.0 0.0
H 1.5102 -2.8707 -3.3211 0.0 0.0 0.0
C -4.8086 3.0297 -0.8909 0.0 0.0 0.0
C -3.6987 3.7166 -1.6779 -0.1 0.1 -0.1
C -2.3251 3.8312 -0.9558 0.1 -0.1 0.0
C -1.4489 4.8693 -1.6733 0.1 0.0 0.0
C -0.0774 5.0532 -1.0338 -0.1 0.1 -0.1
C -2.6006 4.3078 0.4547 -0.1 -0.1 0.1
O -2.8916 5.4277 0.7457 0.0 0.1 0.0
N -2.5939 3.3139 1.4609 0.1 0.0 -0.1
C -2.1250 2.0701 1.2676 -0.2 -0.1 0.4
O -2.1683 1.1834 2.1563 -0.2 0.3 0.1
N -1.5439 1.6967 0.1076 0.1 -0.1 0.0
C -1.6504 2.4577 -1.0447 -0.1 0.1 0.1
O -1.2619 2.0131 -2.0984 0.3 0.2 -0.1
H -5.6823 2.8951 -1.5262 0.0 0.0 0.0
H -5.1242 3.6267 -0.0347 0.0 0.0 0.0
H -4.5133 2.0426 -0.5269 0.0 0.0 0.0
H -4.0072 4.7344 -1.9218 0.0 0.0 0.0
H -3.5162 3.2026 -2.6235 0.0 0.0 0.0
H -1.9914 5.8148 -1.6541 0.0 0.0 0.0
H -1.3583 4.5609 -2.7158 0.0 0.0 0.0
H -0.1632 5.4097 -0.0060 0.0 0.0 0.0
H 0.4996 5.7963 -1.5822 0.0 0.0 0.0
H 0.4968 4.1249 -1.0318 0.0 0.0 0.0
H -2.9357 3.5765 2.3773 0.0 0.0 0.0
```
Positions in Å, forces in eV/Å.

=====

Molecular formula: CH4Cl2SSi
Method: DFT, ωB97M-V with the def2-TZVPD basis set

Spin multiplicity: 1
Calculated total energy, hartree: -1648.4851
Charge: 0
ΔE to the lowest compared entry with this formula, charge and spin, kcal per mole: 75.6

```
9
Properties=species:S:1:pos:R:3:forces:R:3
C 0.9263 0.4529 0.9282 -2.9 0.0 -1.8
Si -0.9036 -0.9503 -0.3401 3.8 2.9 0.6
S -1.9968 0.3861 -1.6139 -0.5 0.0 0.4
Cl 1.6715 -0.6757 1.9859 0.4 -0.2 0.5
Cl 1.9248 0.9079 -0.4719 0.1 0.0 0.2
H 0.5916 1.4087 1.3935 0.4 -1.1 -0.1
H 0.3821 -1.1728 -1.1511 -1.1 -0.9 0.6
H -1.4774 -1.7692 0.7434 -0.2 -0.2 -0.5
H -1.1186 1.4125 -1.4740 0.0 -0.5 0.1
```
Positions in Å, forces in eV/Å.

=====

Molecular formula: C3H12N6
Method: DFT, ωB97M-V with the def2-TZVPD basis set

Spin multiplicity: 1
Calculated total energy, hartree: -449.2307
Charge: +2
ΔE to the lowest compared entry with this formula, charge and spin, kcal per mole: 112.5

```
21
Properties=species:S:1:pos:R:3:forces:R:3
C -0.8463 1.4101 0.2509 -1.3 1.8 0.4
C 1.5189 1.2036 0.0490 -0.2 0.7 -0.6
C 0.2955 -0.8996 -0.7025 1.7 5.3 -2.7
N 0.3059 1.8915 0.0596 0.0 0.9 0.3
N -1.1293 0.1279 0.4173 -0.1 -4.0 0.9
N 1.4276 -0.2784 -0.0880 -1.3 -2.0 -0.7
N 0.0427 -0.4890 -1.9916 -3.9 -7.7 2.8
N -2.5515 -0.2263 0.4726 -1.1 2.6 -3.8
N 1.8644 -0.9640 1.0472 -1.1 -0.1 4.0
H -1.7172 2.1063 0.3672 0.7 -0.1 -0.4
H 2.0184 1.4614 -0.8591 0.7 0.6 -0.6
H 2.2090 1.5603 0.8795 -0.7 -0.9 -0.6
H 0.1184 -1.8875 -0.4433 -0.7 -1.7 0.4
H -0.7266 -1.0939 -2.5059 2.3 1.8 1.3
H 0.2889 0.2673 -2.4704 1.7 4.2 -1.8
H -2.7962 -1.1609 0.0415 0.6 1.1 0.6
H -3.1166 0.5470 -0.1664 1.3 -2.3 1.9
H -2.9715 -0.1660 1.3839 0.0 -0.1 1.0
H 2.4845 -1.7924 0.9433 0.9 1.2 -0.6
H 1.0957 -1.4884 1.6019 0.5 1.5 -0.7
H 2.1853 -0.1290 1.7133 0.0 -2.7 -1.2
```
Positions in Å, forces in eV/Å.

=====

Molecular formula: C25H23AlBr3N5O2Se
Method: DFT, ωB97M-V with the def2-TZVPD basis set

Spin multiplicity: 1
Calculated total energy, hartree: -11756.2422
Charge: +2
ΔE to the lowest compared entry with this formula, charge and spin, kcal per mole: 4.1

```
60
Properties=species:S:1:pos:R:3:forces:R:3
Al -0.9003 -2.5574 0.9735 1.0 0.1 0.1
Br 1.0852 -4.3417 1.7608 0.1 -0.1 0.1
C 0.5456 -5.8847 0.7042 -0.3 0.0 -0.3
Br -1.1087 -5.5098 -0.2188 0.1 -0.1 0.1
H 0.4111 -6.7204 1.3789 0.0 0.0 0.0
H 1.3180 -6.0722 -0.0304 0.0 0.0 0.0
Br 2.9687 3.8712 -1.4029 0.0 0.0 0.0
C 1.8348 2.9524 -2.6051 -0.1 0.0 0.0
C 2.2897 2.6104 -3.8698 0.1 0.1 0.1
C 1.4599 1.9015 -4.7207 -0.2 -0.2 0.0
C 0.1942 1.5018 -4.2934 0.5 0.2 0.7
C -0.2730 1.9100 -3.0391 -0.1 0.0 -0.2
C 0.5426 2.6413 -2.1999 0.1 0.0 0.0
N -0.5631 0.7426 -5.2124 -0.3 0.3 -0.2
N -1.4364 -0.0487 -4.8493 -0.1 -0.5 -1.3
C -1.6588 -0.5463 -3.5755 -0.2 -0.1 1.3
C -2.9395 -0.5244 -3.0507 0.5 0.1 -0.4
C -3.2191 -1.0142 -1.7697 0.1 -0.2 0.4
C -2.2183 -1.5637 -1.0073 -0.4 0.1 0.0
O -2.3744 -2.0269 0.2634 -0.5 0.2 -0.2
C -0.9363 -1.7114 -1.5603 0.2 0.0 -0.4
N -0.0162 -2.3728 -0.7836 -0.2 0.1 -0.1
C 1.2000 -2.5730 -1.2744 -0.1 -0.1 0.3
C 1.5736 -2.1471 -2.5412 -0.1 0.1 -0.3
C 0.6637 -1.4766 -3.3334 0.3 -0.2 0.1
C -0.6254 -1.2225 -2.8501 -0.3 0.0 0.1
H 3.2767 2.9114 -4.1922 0.0 0.0 0.0
H 1.7873 1.6321 -5.7162 0.0 0.0 0.0
H -1.2900 1.6914 -2.7411 0.1 0.0 0.0
H 0.1833 2.9782 -1.2372 0.0 0.0 0.0
H -3.7278 -0.0760 -3.6401 0.0 0.0 0.0
H -4.2261 -0.9655 -1.3769 0.0 0.0 0.0
H 1.9059 -3.0982 -0.6439 0.0 0.0 0.0
H 2.5681 -2.3658 -2.9015 0.0 0.0 0.0
H 0.9498 -1.1700 -4.3310 0.0 0.0 0.0
C -1.9601 -3.9773 3.6547 0.3 -0.1 0.4
O -1.9317 -3.3372 2.3502 -0.6 0.0 -0.3
H -2.8797 -4.5471 3.7476 0.0 0.0 -0.1
H -1.8988 -3.2226 4.4347 0.0 0.1 -0.1
H -1.1088 -4.6460 3.7287 0.0 0.0 -0.1
H -2.8386 -3.1288 2.0628 0.1 -0.1 0.0
C 2.7832 1.3388 2.1696 0.3 0.0 0.0
N 1.3912 1.5861 2.5059 -0.2 -0.1 -0.1
C 0.3789 0.7147 2.4722 -0.2 -0.1 -0.1
Se 0.6221 -1.1354 2.2355 0.4 -0.1 0.4
N -0.7496 1.3517 2.8119 -0.1 -0.1 -0.1
C -0.4725 2.6842 3.0959 0.3 0.2 0.0
C -1.2631 3.7424 3.5220 -0.1 0.0 0.0
C -0.6151 4.9364 3.7702 0.0 0.0 0.0
C 0.7667 5.0794 3.5861 0.1 0.0 0.0
C 1.5506 4.0332 3.1419 0.1 0.0 -0.1
C 0.9007 2.8289 2.9048 -0.3 0.1 0.1
H 2.8857 0.3372 1.7663 0.0 0.0 0.0
H 3.4077 1.4322 3.0574 -0.1 0.0 0.0
H 3.1112 2.0661 1.4288 -0.1 0.0 0.0
H -1.6509 0.9088 2.8734 0.0 0.0 0.0
H -2.3318 3.6409 3.6543 0.0 0.0 0.0
H -1.1868 5.7842 4.1208 0.0 0.0 0.0
H 1.2295 6.0318 3.8038 0.0 0.0 0.0
H 2.6153 4.1430 2.9878 0.0 0.0 0.0
```
Positions in Å, forces in eV/Å.